No. 1
{
  "formula": "C15H43FN12O10P",
  "method": "ωB97M-V/def2-TZVPD",
  "largest_force_ha_per_bohr": 0.017,
  "homo_lumo_gap_ha": 0.246,
  "charge": -1,
  "lumo_energy_ev": 2.1,
  "elements": ["C", "C", "C", "O", "P", "F", "O", "C", "C", "C", "C", "O", "C", "C", "O", "H", "H", "H", "H", "H", "H", "H", "H", "H", "H", "H", "H", "H", "H", "H", "H", "H", "H", "H", "C", "O", "N", "N", "H", "H", "H", "H", "C", "O", "N", "N", "H", "H", "H", "H", "C", "O", "N", "N", "H", "H", "H", "H", "C", "O", "N", "N", "H", "H", "H", "H", "C", "O", "N", "N", "H", "H", "H", "H", "C", "O", "N", "N", "H", "H", "H", "H"],
  "xyz": [[-0.76248, -2.75653, 0.32905], [-0.04207, -1.92242, -0.73038], [1.20138, -1.21050, -0.25540], [2.07177, -0.83126, -1.28906], [3.41238, 0.04310, -0.52906], [4.70671, 0.82913, 0.25567], [2.43993, 0.29380, 0.92930], [1.10663, 0.06465, 0.54638], [0.09684, 0.27810, 1.66239], [-1.15702, 1.02817, 1.17378], [-2.46888, 0.29810, 1.32903], [-3.56158, 1.22313, 1.05093], [-4.02820, 1.18146, -0.22186], [-4.61781, -0.10103, -0.69722], [-3.97770, 2.17498, -0.91476], [-0.04407, -3.28117, 0.95519], [-1.45109, -2.18911, 0.94185], [-1.36044, -3.49734, -0.19864], [-0.72179, -1.25587, -1.25961], [0.30954, -2.64459, -1.46959], [1.73807, -1.94272, 0.37335], [3.91954, -1.18706, -0.03032], [4.18534, -0.08892, -1.74311], [2.93254, 1.32240, -0.97537], [0.88899, 0.84983, -0.20065], [0.59835, 0.91798, 2.38504], [-0.15457, -0.63640, 2.20179], [-1.03660, 1.25739, 0.11900], [-1.25415, 1.98208, 1.68816], [-2.51653, -0.52819, 0.63091], [-2.59462, -0.09143, 2.33512], [-5.36829, 0.13065, -1.44326], [-3.84851, -0.74705, -1.11021], [-5.09321, -0.64424, 0.11273], [-0.67001, -4.76347, -3.59055], [-1.39975, -4.95730, -2.63720], [-0.08645, -5.79309, -4.29171], [-0.36446, -3.50674, -4.02572], [0.52988, -5.65211, -5.06813], [-0.28270, -6.72476, -3.98098], [-0.74620, -2.73165, -3.50709], [0.25434, -3.32046, -4.79058], [-0.93775, 1.28290, -2.96152], [-1.67987, 0.32333, -3.13756], [-1.32974, 2.36594, -2.22750], [0.32906, 1.32214, -3.46250], [-0.75571, 3.17039, -2.06710], [-2.23292, 2.28480, -1.78338], [0.65847, 0.50179, -3.93426], [0.96722, 2.07300, -3.28422], [-5.86573, -3.63836, 0.42552], [-4.91227, -2.88390, 0.40105], [-6.89899, -3.48986, 1.30590], [-5.97373, -4.68930, -0.45052], [-7.69854, -4.09191, 1.32305], [-6.87932, -2.68374, 1.90596], [-5.21803, -4.82010, -1.09816], [-6.74628, -5.32609, -0.45847], [-8.01830, 0.74400, 1.48366], [-7.82950, -0.43350, 1.73892], [-9.28430, 1.27138, 1.40754], [-7.00646, 1.62822, 1.25828], [-9.46939, 2.23303, 1.19762], [-10.05055, 0.64632, 1.56738], [-6.06613, 1.27669, 1.31496], [-7.14967, 2.59933, 1.05865], [7.66507, 1.29465, 2.56981], [7.96871, 0.15862, 2.24301], [6.66582, 2.02043, 1.99835], [8.35400, 1.96810, 3.55403], [6.48720, 2.96160, 2.29507], [6.08583, 1.63670, 1.26033], [9.12737, 1.49031, 3.97308], [8.15973, 2.91690, 3.81179], [9.50874, 5.19455, 1.93197], [8.71863, 4.74696, 2.74051], [9.58101, 4.70513, 0.66023], [10.38130, 6.20881, 2.23534], [10.22065, 5.04474, -0.03148], [8.95659, 3.95178, 0.42895], [10.34426, 6.58073, 3.16497], [11.04050, 6.58395, 1.58149]],
  "atomic_forces_ev_per_a": [[-0.1293, 0.0323, -0.5204], [0.1313, -0.2216, -0.3714], [0.0478, -0.4982, 0.4484], [0.3344, 0.0766, -0.0845], [0.1768, -0.1240, -0.3688], [0.0308, 0.1736, -0.1123], [0.0196, -0.2226, 0.0948], [0.1728, 0.7860, -0.3629], [0.0753, 0.1266, 0.2972], [-0.0425, -0.0125, 0.0059], [0.0553, -0.0741, 0.0473], [0.1006, -0.0356, 0.0084], [0.3734, 0.4619, -0.5926], [-0.3689, -0.0536, 0.3180], [-0.3175, -0.0995, 0.4973], [0.0309, -0.0090, 0.1621], [0.0510, 0.0771, 0.3100], [-0.1016, -0.1593, 0.1036], [-0.1842, 0.1956, -0.0388], [0.0821, 0.0681, -0.1844], [-0.0817, -0.0015, 0.2056], [-0.0651, 0.0379, 0.2215], [-0.0823, -0.0432, 0.0323], [-0.1100, 0.0613, 0.0371], [-0.3106, -0.0641, -0.1149], [0.1203, -0.0072, 0.1300], [-0.0225, -0.1574, -0.0755], [0.0035, 0.1272, -0.1473], [0.0047, 0.1150, 0.0943], [-0.1453, -0.2376, -0.0239], [-0.2318, 0.0605, 0.1222], [0.1043, -0.0161, -0.3027], [0.0607, -0.0281, -0.1947], [0.0946, -0.1191, 0.1155], [0.2391, 0.3679, -0.0099], [-0.1794, -0.2649, 0.0717], [-0.1097, 0.0124, -0.0413], [-0.2014, -0.0719, -0.0656], [0.0285, 0.0296, 0.0280], [0.0121, 0.0063, 0.0295], [0.0642, -0.0006, -0.0197], [0.0632, -0.0064, 0.0434], [0.2748, 0.0064, 0.2194], [-0.0268, -0.1046, -0.0184], [-0.2003, -0.2200, -0.2130], [-0.3049, 0.1876, -0.3924], [0.0964, -0.0706, 0.0703], [0.0493, 0.3049, -0.0680], [0.1138, -0.0551, 0.1879], [0.1056, -0.1100, 0.2184], [-0.1459, -0.0743, -0.1186], [0.1083, -0.0088, 0.1121], [0.1423, -0.1074, 0.1299], [0.0007, 0.0088, 0.0193], [-0.0160, 0.0202, -0.0606], [-0.1087, 0.1451, -0.1199], [0.0332, -0.0003, 0.0291], [0.0005, 0.0055, 0.0215], [-0.0153, 0.1817, -0.0201], [0.0010, -0.0854, 0.0494], [0.0270, -0.0191, 0.0130], [0.0217, -0.1988, 0.0522], [0.0216, -0.0021, -0.0154], [0.0077, -0.0135, -0.0059], [0.0291, 0.0490, 0.0893], [0.0021, -0.0074, -0.0301], [0.0868, 0.2382, -0.0930], [0.0193, -0.0499, 0.0109], [0.0288, 0.1317, -0.2264], [-0.0862, -0.2645, 0.2550], [0.0324, -0.0011, 0.0479], [-0.0555, -0.3113, 0.1921], [-0.0217, -0.0463, -0.0109], [0.1184, 0.0652, -0.1954], [0.0356, -0.1778, -0.2751], [-0.1225, 0.3186, 0.3181], [-0.0074, 0.0684, 0.0075], [-0.0344, -0.0263, -0.0020], [0.0071, -0.0019, 0.0120], [0.0077, -0.0349, 0.0280], [-0.0139, -0.0073, 0.0035], [-0.0056, -0.0204, -0.0139]]
}

No. 2
{
  "formula": "C15H44Cl2O14",
  "method": "ωB97M-V/def2-TZVPD",
  "largest_force_ha_per_bohr": 0.035,
  "homo_lumo_gap_ha": 0.380,
  "lumo_energy_ev": 0.5,
  "smiles": "ClCCl.OCCO.OCCO.OCCO.OCCO.OCCO.OCCO.OCCO",
  "elements": ["Cl", "C", "Cl", "H", "H", "O", "C", "C", "O", "H", "H", "H", "H", "H", "H", "O", "C", "C", "O", "H", "H", "H", "H", "H", "H", "O", "C", "C", "O", "H", "H", "H", "H", "H", "H", "O", "C", "C", "O", "H", "H", "H", "H", "H", "H", "O", "C", "C", "O", "H", "H", "H", "H", "H", "H", "O", "C", "C", "O", "H", "H", "H", "H", "H", "H", "O", "C", "C", "O", "H", "H", "H", "H", "H", "H"],
  "xyz": [[14.40139, -6.42284, -20.73840], [13.77478, -7.09145, -22.23181], [12.30274, -8.06186, -22.01739], [13.53355, -6.31872, -22.94983], [14.50888, -7.74905, -22.68192], [18.96252, -10.15930, -17.02181], [18.02482, -11.26386, -17.00511], [16.69095, -10.79460, -16.40948], [15.68367, -11.81847, -16.50784], [18.99820, -9.80431, -16.12708], [17.94158, -11.66874, -18.00979], [18.46566, -12.03077, -16.35097], [16.30633, -9.98362, -17.02968], [16.95071, -10.43175, -15.40550], [15.88437, -12.44552, -15.79553], [17.84554, -6.38501, -20.75073], [17.86404, -7.69276, -20.24194], [19.27591, -8.27734, -20.38014], [19.34505, -9.65026, -19.97088], [16.94280, -6.16115, -21.01642], [17.71222, -7.71374, -19.14966], [17.18027, -8.34870, -20.78039], [20.01455, -7.56515, -19.97234], [19.58515, -8.25787, -21.44188], [19.21696, -9.64454, -19.00588], [19.52232, -12.93314, -23.19560], [18.10505, -12.85953, -23.42139], [17.47185, -12.14655, -22.26010], [17.43070, -10.73818, -22.39434], [19.95767, -13.63886, -23.67793], [17.87850, -12.33993, -24.35858], [17.67536, -13.87033, -23.43585], [17.88794, -12.44371, -21.29711], [16.41926, -12.45366, -22.24303], [18.19848, -10.40570, -21.90996], [16.87806, -4.95707, -22.96879], [17.49398, -3.66909, -22.92963], [17.19998, -2.92052, -21.65157], [18.01659, -3.34645, -20.55941], [17.52023, -5.67083, -23.03528], [18.56248, -3.61699, -23.13719], [16.97977, -3.10321, -23.72262], [16.12800, -2.96510, -21.40303], [17.36100, -1.84647, -21.78457], [17.77076, -4.25418, -20.33699], [23.08504, -9.62065, -23.45944], [22.36268, -10.02697, -22.30083], [23.16538, -9.79578, -21.05609], [24.30833, -10.65922, -21.11601], [23.91141, -10.12255, -23.42377], [21.50239, -9.35812, -22.26338], [21.94008, -11.02309, -22.45155], [22.50998, -10.09417, -20.22994], [23.53567, -8.78064, -20.96411], [25.10460, -10.16565, -20.91828], [22.34868, -12.92488, -17.35969], [21.23795, -12.67124, -18.21779], [21.58486, -13.00284, -19.65241], [20.44819, -13.05288, -20.48596], [22.57265, -13.85977, -17.47522], [20.30324, -13.14078, -17.89140], [21.07997, -11.59193, -18.13196], [22.04255, -14.01592, -19.63427], [22.38906, -12.35535, -20.01999], [20.69677, -13.10624, -21.41578], [22.48501, -3.92406, -23.41606], [22.69960, -3.80259, -21.99229], [21.75330, -4.69922, -21.23227], [21.81846, -6.05320, -21.66606], [23.02227, -4.63491, -23.77822], [23.74239, -4.04071, -21.74909], [22.47650, -2.75785, -21.76085], [20.72442, -4.33062, -21.37836], [21.89219, -4.66910, -20.15080], [21.66879, -6.07564, -22.61959]],
  "atomic_forces_ev_per_a": [[-0.0260, 0.1006, 0.1567], [-0.1774, -0.4816, -0.7741], [0.0490, 0.0901, 0.1744], [0.0371, 0.3231, 0.2513], [0.1733, -0.0216, 0.2165], [-0.5285, -0.3092, -0.3603], [0.5067, 0.2980, 0.8504], [0.1739, -0.4222, -1.3952], [0.9189, 0.3064, 1.1153], [0.1351, 0.0629, -0.0861], [-0.0633, 0.2010, -0.0990], [-0.2319, -0.1633, -0.2243], [0.1097, 0.1748, 0.2568], [-0.7246, -0.1172, 0.1134], [-0.2998, 0.0051, -0.3478], [-0.0647, 0.4170, -0.1499], [1.0661, -0.9429, 0.6967], [0.3510, 0.3824, -1.7072], [-0.0476, 1.1943, 0.4549], [0.0455, -0.0735, -0.0189], [-0.7080, 0.0780, -0.2241], [-0.2568, -0.0166, 0.2241], [-0.1487, -0.5940, 0.6664], [-0.3986, -0.2119, 0.1845], [0.1009, -0.3114, -0.1143], [0.2151, 0.3261, 0.0807], [0.5580, -0.6315, 0.3311], [-1.2798, 0.0968, -0.0129], [0.6517, 0.2449, 0.2258], [-0.3876, -0.0608, -0.3469], [0.0353, -0.0516, 0.0987], [0.1393, 0.0760, -0.1956], [0.3392, -0.0976, -0.1130], [0.0351, -0.0602, -0.0153], [-0.0731, 0.1426, -0.0071], [0.2164, -0.1736, 0.1972], [-1.0516, 0.9133, -0.6223], [-0.0614, -0.0238, 0.6242], [-0.3650, 0.1628, -0.1889], [0.2296, 0.2570, 0.1026], [0.0765, -0.5544, 0.0323], [0.2953, 0.0125, 0.0007], [0.1187, -0.4187, -0.0356], [0.4403, -0.1459, -0.1219], [0.2067, -0.0124, -0.0490], [0.3155, -0.3509, 0.0226], [-0.4850, 1.3482, -0.8229], [0.0636, -1.1347, 0.0570], [0.0619, -0.3763, -0.0266], [-0.0769, 0.1144, -0.1264], [-0.1322, 0.0265, 0.0865], [0.3474, -0.2649, 0.4465], [0.2940, 0.2951, 0.3047], [-0.5217, 0.3390, -0.0486], [0.0036, 0.0639, 0.1200], [-0.3288, -0.5803, -0.2449], [0.0213, 1.2914, -0.0201], [0.6866, -1.3956, -0.2428], [-0.1760, 0.3665, 0.4058], [0.0757, 0.2281, 0.1539], [0.1927, -0.3342, -0.0638], [-0.1532, -0.0745, 0.0033], [-0.0273, 0.1614, 0.0550], [-0.2685, 0.2284, 0.0102], [-0.1648, 0.1620, 0.0541], [-0.1128, 0.0274, 0.3891], [0.2052, -0.0972, -0.5034], [-1.1997, -0.0025, -0.3533], [0.3670, -0.1040, 0.2214], [0.0931, 0.0379, 0.1851], [-0.1091, 0.1430, -0.0194], [0.1931, -0.1103, 0.1139], [0.1574, 0.0089, -0.0782], [0.4204, -0.1221, -0.0782], [-0.0719, 0.1351, 0.1549]]
}

No. 3
{
  "formula": "C15H44N4O7",
  "method": "ωB97M-V/def2-TZVPD",
  "largest_force_ha_per_bohr": 0.186,
  "homo_lumo_gap_ha": 0.319,
  "lumo_energy_ev": 0.1,
  "de_lowest_ev": 5.742,
  "smiles": "NC(N)=O.NC(N)=O.CC(C)O.CC(C)O.CC(C)O.CC(C)O.CO",
  "elements": ["N", "C", "N", "O", "H", "H", "H", "H", "N", "C", "N", "O", "H", "H", "H", "H", "C", "C", "C", "O", "H", "H", "H", "H", "H", "H", "H", "H", "C", "C", "C", "O", "H", "H", "H", "H", "H", "H", "H", "H", "C", "C", "C", "O", "H", "H", "H", "H", "H", "H", "H", "H", "C", "C", "C", "O", "H", "H", "H", "H", "H", "H", "H", "H", "C", "O", "H", "H", "H", "H"],
  "xyz": [[18.30578, 28.29228, -8.04822], [18.29512, 29.55080, -8.15507], [18.14929, 29.93832, -9.37575], [18.36803, 30.47226, -7.11738], [18.26836, 27.85767, -7.17433], [18.23749, 27.70037, -8.87025], [18.33663, 30.89771, -9.48612], [18.33424, 29.28870, -10.18265], [13.31090, 28.97416, -7.25990], [13.75954, 30.17329, -7.23018], [13.81591, 30.68825, -6.03587], [14.16286, 30.89679, -8.39464], [13.48816, 28.46867, -8.19146], [13.36429, 28.39259, -6.42104], [14.15569, 31.67463, -6.02691], [13.82435, 30.10735, -5.22351], [15.12330, 33.58725, -1.08104], [13.61406, 33.82482, -1.13537], [13.13743, 34.42201, -2.42165], [12.90354, 32.79029, -0.91967], [15.37417, 32.88402, -1.86527], [15.41670, 33.19135, -0.05107], [15.58343, 34.51607, -1.32493], [13.36320, 34.45451, -0.27496], [13.36137, 33.89660, -3.30706], [13.35719, 35.44165, -2.55470], [12.06857, 34.33202, -2.42022], [13.22749, 32.35539, -0.13497], [18.50445, 31.98399, -3.39246], [18.54661, 30.61576, -2.63555], [18.04565, 30.73240, -1.23966], [17.93661, 29.64549, -3.15804], [18.33140, 31.78805, -4.45350], [19.48887, 32.45458, -3.21398], [17.64014, 32.55983, -3.17485], [19.57283, 30.25835, -2.48010], [18.60903, 31.54109, -0.74148], [18.16659, 29.80529, -0.69367], [17.02523, 31.00298, -1.24425], [18.64315, 29.29245, -3.78242], [13.11559, 30.62856, -3.21336], [14.53530, 30.32565, -2.77290], [14.75940, 28.80963, -2.50525], [15.45012, 30.79116, -3.57048], [12.40502, 30.69082, -2.30910], [12.79952, 29.84272, -3.94098], [13.16019, 31.61409, -3.72588], [14.70041, 30.78261, -1.78466], [14.95535, 28.17261, -3.30870], [13.82502, 28.43068, -1.98456], [15.68115, 28.65365, -1.95343], [16.31171, 30.35191, -3.38263], [12.52257, 33.51596, -7.94283], [11.44177, 32.81321, -8.77778], [10.12645, 33.32414, -8.24377], [11.53298, 32.86465, -10.06161], [12.41576, 34.59213, -7.92829], [13.54570, 33.29858, -8.19268], [12.34692, 33.21589, -6.90064], [11.64694, 31.75764, -8.56479], [9.40599, 32.65741, -8.68887], [9.98291, 34.41432, -8.48591], [10.07198, 33.12556, -7.18854], [12.30260, 32.47891, -10.40102], [16.05015, 32.84698, -6.24332], [15.01063, 33.08120, -5.31396], [16.68124, 33.71644, -6.20896], [15.72456, 32.77295, -7.33328], [16.61134, 31.95221, -5.91672], [15.10949, 32.39028, -4.63839]],
  "atomic_forces_ev_per_a": [[0.2306, -5.2377, 0.3648], [0.1179, 7.2711, 6.1235], [0.2037, 0.4955, -4.3172], [-0.2069, -4.6935, -4.5515], [0.0490, -0.5555, 1.2542], [-0.0459, 0.2138, 0.5400], [0.0106, 1.1532, -0.6248], [-0.3668, 1.3440, 1.3765], [-0.6534, -5.8987, -3.1878], [3.1032, 6.0197, -5.7502], [0.7654, 2.7022, 0.0119], [-2.2610, -3.8463, 5.5262], [-0.5368, 1.0569, 2.1809], [-0.1854, 0.3603, -0.5928], [-0.4678, -1.0607, 0.5867], [0.1274, 0.2374, -0.0700], [-0.6527, -0.7843, 0.8360], [3.4112, 5.3156, -0.0397], [-1.0429, 0.0224, 0.3990], [-3.7699, -7.0095, 0.7270], [0.2991, -0.3547, -0.0767], [-0.1210, 0.5624, -1.3505], [0.7791, 0.6972, 0.1744], [0.4325, 1.4541, -0.2179], [1.1046, -0.8309, -0.9676], [0.5686, 1.3034, -0.1073], [-0.8476, 0.2497, 0.2844], [-0.1158, -0.4839, 0.3761], [1.1300, -1.6785, -0.4193], [4.1989, 6.0362, 4.2257], [1.0747, 1.2273, 1.1934], [-2.2584, -7.1728, -5.8946], [0.7142, -0.1434, -0.1953], [-0.8273, 0.3357, -0.2518], [-0.5643, 0.8426, 0.9657], [0.6979, 0.9209, -0.2243], [-0.3415, -0.3429, 0.1018], [0.0919, -0.1979, 0.1066], [-1.3886, 0.3721, 0.1231], [-2.3429, -0.0320, 0.3603], [-0.6135, 0.2377, 0.4825], [-2.4787, -2.8940, 4.2091], [-1.5977, 0.6979, 1.9135], [3.8117, 1.8416, -3.7167], [1.1152, -0.1845, -1.6060], [-0.3533, 0.6484, 0.8154], [-0.5547, -0.5872, 0.3596], [-0.5139, 0.0229, 0.2889], [-0.2493, -0.6268, -2.1666], [1.3841, 0.1637, -0.2172], [-0.1308, 0.1562, 0.8322], [-0.4321, 0.2762, -0.5400], [-0.1672, 0.3846, 0.5248], [1.6074, -0.8850, 6.0053], [-0.1358, -0.1640, -0.9728], [-1.7850, 2.4737, -5.7802], [-0.1878, 0.5343, -0.2698], [0.3172, -0.4108, -0.2813], [0.2689, -0.0731, -0.1675], [-0.7691, -0.3492, 1.1076], [-0.9762, 0.3569, -0.3486], [-0.0345, -1.1758, 0.2033], [0.0583, 0.2894, 0.5315], [1.7735, -0.8975, -0.4304], [0.6819, -0.1562, -1.0391], [-0.8119, -0.1866, 0.2878], [0.7080, 0.3130, 0.0197], [-0.0642, -0.3675, 1.5387], [-0.0924, 0.3730, -0.7178], [0.1084, 0.3183, 0.1351]]
}